Computed, not measured: a molecular structure, C71H88ClN12O4S2, with ωB97M-V/def2-TZVPD.

The calculated total energy is -135316.411 eV. Its spin multiplicity is 1. For the gap between HOMO and LUMO, the calculation gives 0.274 hartree. As for the net charge: -1. For the largest force on an atom, the calculation gives 0.0819 hartree/bohr. Its energy above the lowest of the compared OMol25 structures with the same formula, charge and spin is 258.8 kJ/mol. The highest occupied orbital energy comes out at -5.71 eV.

The geometry in XYZ format:
```
178
C71H88ClN12O4S2, DFT ωB97M-V/def2-TZVPD
C 9.208 1.063 1.489
C 8.620 0.252 0.276
C 8.532 -1.299 0.580
C 8.528 -2.061 -0.790
C 7.697 -3.401 -0.814
C 7.498 -4.086 0.583
C 6.025 -3.834 1.056
C 5.032 -4.676 0.167
C 3.552 -4.131 0.227
C 2.514 -5.212 0.654
C 1.088 -4.638 0.930
C 1.086 -3.327 1.800
C -0.135 -3.312 2.797
S -1.720 -2.868 1.988
O -2.161 -1.576 2.601
O -2.712 -3.933 2.352
N -1.343 -2.795 0.348
S -2.598 -2.146 -0.561
O -3.909 -2.702 -0.139
O -2.343 -2.480 -1.993
C -2.632 -0.292 -0.485
Cl -4.025 0.157 0.615
C -1.329 0.338 0.064
C -0.040 -0.053 -0.735
H 10.086 0.509 1.885
H 8.457 1.181 2.303
H 9.505 2.091 1.190
H 7.582 0.575 0.048
H 9.223 0.433 -0.645
H 9.496 -1.551 1.087
H 7.656 -1.503 1.222
H 9.556 -2.210 -1.197
H 8.035 -1.374 -1.526
H 8.281 -4.129 -1.448
H 6.755 -3.213 -1.370
H 7.577 -5.188 0.408
H 8.273 -3.839 1.334
H 5.746 -2.761 1.031
H 5.918 -4.262 2.083
H 5.353 -4.689 -0.895
H 5.014 -5.736 0.507
H 3.283 -3.821 -0.812
H 3.551 -3.220 0.862
H 2.874 -5.779 1.546
H 2.416 -5.949 -0.180
H 0.457 -5.378 1.483
H 0.527 -4.443 -0.013
H 0.992 -2.465 1.108
H 2.053 -3.189 2.338
H 0.115 -2.535 3.553
H -0.181 -4.311 3.277
H -2.868 0.091 -1.501
H -1.423 1.447 -0.032
H -1.171 0.155 1.149
H -0.084 0.211 -1.812
H 0.797 0.534 -0.287
H 0.214 -1.132 -0.633
N -7.189 -0.776 -4.719
C -7.803 -0.233 -3.660
C -7.307 -0.298 -2.366
C -6.111 -0.966 -2.151
C -5.458 -1.539 -3.231
C -6.035 -1.414 -4.485
H -8.736 0.277 -3.877
H -7.845 0.162 -1.548
H -5.690 -1.040 -1.156
H -4.521 -2.069 -3.101
H -5.559 -1.843 -5.362
N 1.403 -6.403 6.136
C 0.395 -7.037 5.525
C -0.859 -7.212 6.087
C -1.085 -6.706 7.357
C -0.055 -6.048 8.011
C 1.161 -5.923 7.359
H 0.620 -7.416 4.535
H -1.638 -7.730 5.545
H -2.052 -6.823 7.831
H -0.193 -5.640 9.004
H 1.995 -5.413 7.829
N 7.476 3.604 -1.112
C 8.667 4.132 -0.819
C 8.907 5.494 -0.735
C 7.853 6.361 -0.977
C 6.608 5.836 -1.287
C 6.474 4.458 -1.340
H 9.458 3.410 -0.644
H 9.893 5.866 -0.490
H 7.999 7.433 -0.923
H 5.762 6.480 -1.482
H 5.519 3.999 -1.574
N -10.212 1.926 -4.744
C -11.372 1.320 -5.015
C -12.495 1.980 -5.491
C -12.414 3.347 -5.695
C -11.222 3.998 -5.420
C -10.158 3.246 -4.951
H -11.387 0.250 -4.836
H -13.408 1.436 -5.695
H -13.267 3.899 -6.063
H -11.121 5.066 -5.566
H -9.204 3.709 -4.724
N 3.996 -3.372 -3.879
C 2.886 -4.090 -4.085
C 1.674 -3.543 -4.473
C 1.602 -2.172 -4.656
C 2.738 -1.406 -4.447
C 3.902 -2.050 -4.063
H 2.991 -5.157 -3.924
H 0.809 -4.174 -4.626
H 0.671 -1.706 -4.957
H 2.720 -0.332 -4.578
H 4.817 -1.493 -3.889
N 9.128 -4.884 -3.851
C 8.307 -4.217 -4.669
C 8.521 -4.079 -6.032
C 9.652 -4.661 -6.581
C 10.519 -5.356 -5.752
C 10.212 -5.439 -4.404
H 7.438 -3.776 -4.193
H 7.820 -3.529 -6.646
H 9.855 -4.575 -7.641
H 11.412 -5.824 -6.144
H 10.858 -5.975 -3.717
N -5.287 3.589 2.841
C -4.254 2.737 2.897
C -3.185 2.878 3.768
C -3.176 3.962 4.629
C -4.234 4.860 4.590
C -5.257 4.627 3.685
H -4.293 1.903 2.204
H -2.379 2.156 3.769
H -2.355 4.105 5.322
H -4.263 5.720 5.247
H -6.107 5.300 3.620
N -0.111 4.326 6.391
C 0.917 3.472 6.441
C 1.990 3.606 7.307
C 2.004 4.690 8.171
C 0.951 5.590 8.137
C -0.076 5.362 7.235
H 0.864 2.643 5.744
H 2.794 2.882 7.304
H 2.826 4.831 8.863
H 0.926 6.448 8.795
H -0.924 6.036 7.173
N -2.213 3.458 -1.542
C -2.619 4.360 -0.642
C -3.823 5.040 -0.720
C -4.656 4.775 -1.796
C -4.257 3.846 -2.743
C -3.035 3.218 -2.569
H -1.933 4.534 0.181
H -4.102 5.757 0.041
H -5.607 5.286 -1.894
H -4.881 3.612 -3.595
H -2.681 2.479 -3.281
N 2.680 -0.370 2.645
C 1.899 0.121 3.613
C 2.341 0.390 4.899
C 3.669 0.134 5.203
C 4.498 -0.376 4.216
C 3.956 -0.608 2.961
H 0.867 0.301 3.328
H 1.664 0.789 5.643
H 4.054 0.330 6.197
H 5.540 -0.591 4.415
H 4.566 -1.005 2.156
N -14.547 5.365 -4.271
C -14.487 5.964 -3.078
C -15.318 7.005 -2.695
C -16.264 7.457 -3.601
C -16.344 6.853 -4.846
C -15.469 5.817 -5.128
H -13.730 5.578 -2.405
H -15.225 7.450 -1.713
H -16.931 8.270 -3.340
H -17.069 7.178 -5.580
H -15.496 5.311 -6.088
```

=====

Computed, not measured: 2 unconnected molecules or ions with the total composition C4H11OSi, with ωB97M-V/def2-TZVPD.

The calculated total energy is -14241.075 eV. Its spin multiplicity is 1. For the gap between HOMO and LUMO (spin up / spin down), the calculation gives 0.248 / 0.248 hartree. As for the net charge: +1. For the largest force on an atom, the calculation gives 0.0705 hartree/bohr. Its energy above the lowest of the compared OMol25 structures with the same formula, charge and spin is 242.3 kJ/mol. The highest occupied orbital energy (spin up / spin down) comes out at -12.69 / -12.69 eV.

The geometry in XYZ format:
```
17
C4H11OSi, DFT ωB97M-V/def2-TZVPD
C -0.773 -0.548 -1.498
C 0.125 -0.599 2.044
C -2.578 1.377 1.378
C 2.283 -0.075 -1.684
O -1.343 -0.106 -0.507
Si -1.291 0.208 1.170
H 0.052 -1.350 -1.409
H -1.003 -0.097 -2.547
H 0.911 -1.162 1.563
H 0.598 0.345 2.606
H -0.404 -1.252 2.865
H -3.028 2.096 0.643
H -2.844 1.604 2.376
H 2.501 -0.860 -2.426
H 3.140 0.544 -1.854
H 1.393 0.481 -1.921
H 2.261 -0.610 -0.800
```

=====

Please write out number 2 again, unchanged.
Computed, not measured: 2 unconnected molecules or ions with the total composition C4H11OSi, with ωB97M-V/def2-TZVPD.

The calculated total energy is -14241.075 eV. Its spin multiplicity is 1. For the gap between HOMO and LUMO (spin up / spin down), the calculation gives 0.248 / 0.248 hartree. As for the net charge: +1. For the largest force on an atom, the calculation gives 0.0705 hartree/bohr. Its energy above the lowest of the compared OMol25 structures with the same formula, charge and spin is 242.3 kJ/mol. The highest occupied orbital energy (spin up / spin down) comes out at -12.69 / -12.69 eV.

The geometry in XYZ format:
```
17
C4H11OSi, DFT ωB97M-V/def2-TZVPD
C -0.773 -0.548 -1.498
C 0.125 -0.599 2.044
C -2.578 1.377 1.378
C 2.283 -0.075 -1.684
O -1.343 -0.106 -0.507
Si -1.291 0.208 1.170
H 0.052 -1.350 -1.409
H -1.003 -0.097 -2.547
H 0.911 -1.162 1.563
H 0.598 0.345 2.606
H -0.404 -1.252 2.865
H -3.028 2.096 0.643
H -2.844 1.604 2.376
H 2.501 -0.860 -2.426
H 3.140 0.544 -1.854
H 1.393 0.481 -1.921
H 2.261 -0.610 -0.800
```